# 1
Formula: C19H19O
Source: OMol25
Level of theory: ωB97M-V with the def2-TZVPD basis set

```
39
Properties=species:S:1:pos:R:3:forces:R:3:lowdin_charge:R:1
C -1.653 -1.585 -1.994 -0.5 0.4 -0.3 -0.0018
O -0.633 -1.876 -1.032 0.3 1.1 0.9 -0.0593
C -0.625 -1.158 0.071 -1.5 -1.3 -0.1 -0.0524
C 0.023 -1.769 1.192 0.4 0.1 -0.2 -0.2000
C -0.373 -1.430 2.506 0.7 -0.3 -0.3 0.0079
C 0.316 -1.997 3.571 -0.3 0.0 -0.4 -0.0100
C 1.362 -2.910 3.344 0.0 0.2 0.1 -0.2290
C 2.169 -3.436 4.504 0.0 0.0 -0.2 -0.0291
C 1.670 -3.306 2.035 -0.2 -0.1 -0.4 -0.0072
C 0.998 -2.765 0.949 -0.2 0.2 0.6 0.0260
H -1.327 -2.037 -2.928 -0.1 0.0 0.1 0.1094
H -2.597 -2.021 -1.642 0.3 0.0 -0.2 0.1149
H -1.769 -0.499 -2.107 0.1 -0.3 0.0 0.0899
H -1.387 -0.371 0.208 0.4 -0.5 -0.2 0.1601
H -1.233 -0.777 2.622 0.3 0.1 0.3 0.1277
H 0.034 -1.747 4.587 0.0 0.0 -0.1 0.1255
H 2.948 -4.110 4.141 -0.1 0.1 0.2 0.0829
H 2.633 -2.585 5.014 0.0 -0.2 0.0 0.0964
H 1.560 -3.975 5.236 0.0 0.1 -0.1 0.0957
H 2.432 -4.065 1.865 -0.1 0.2 0.1 0.1242
H 1.160 -3.111 -0.073 0.2 0.2 0.4 0.1316
C 0.043 3.034 0.441 0.0 -0.2 -0.3 -0.0241
C 0.596 1.765 0.733 -0.8 0.8 -0.8 -0.0523
C 0.580 0.995 -0.456 0.3 0.2 -0.9 -0.1004
C 0.052 1.815 -1.534 0.1 -1.2 0.5 -0.1600
C -0.333 3.092 -0.952 0.6 0.1 1.1 -0.1561
C -0.908 4.177 -1.617 0.1 0.0 0.5 0.0140
C -1.356 4.271 -2.926 -0.2 0.5 0.0 -0.0537
C -1.200 3.376 -3.974 0.0 0.0 -0.1 -0.0525
C -0.556 2.150 -3.955 0.2 -0.7 -0.3 -0.0576
C -0.040 1.434 -2.873 0.2 0.1 0.2 -0.0111
H -0.054 3.876 1.132 -0.1 -0.4 -0.2 0.1134
H 0.930 1.417 1.712 0.0 0.2 -0.4 0.1129
H 1.147 0.077 -0.638 0.0 0.5 0.1 0.1167
H -1.035 5.080 -1.012 -0.1 -0.3 -0.1 0.1296
H -1.868 5.204 -3.172 0.2 -0.3 0.0 0.1171
H -1.609 3.683 -4.942 0.2 -0.1 0.3 0.1210
H -0.453 1.646 -4.924 -0.2 0.2 0.4 0.1161
H 0.355 0.440 -3.113 0.0 0.3 0.1 0.1235
```
Positions in Å, forces in eV/Å.

Computed properties:
Net charge   +1
Energy relative to the best compared isomer or geometry (same formula, charge and spin)   0.00 kJ/mol
HOMO-LUMO gap   5.9 eV
Total energy   -22049.8214 eV

# 2
Formula: C19H20Cl2MnN4O11
Source: OMol25
Level of theory: ωB97M-V with the def2-TZVPD basis set

```
57
Properties=species:S:1:pos:R:3:forces:R:3:lowdin_charge:R:1
Mn 0.784 1.981 -0.371 -0.4 0.0 -0.8 1.1251
N 0.141 3.774 1.439 0.1 -0.2 0.1 0.0197
N -0.573 4.661 0.605 0.0 -0.3 0.0 0.0375
C -0.841 4.229 -0.693 -1.3 1.7 1.7 -0.6153
O -1.711 4.703 -1.373 0.6 -0.5 -0.1 0.1361
O 0.023 3.305 -1.044 0.0 0.7 -2.3 -0.0950
H -0.510 3.277 2.073 0.2 0.2 -0.3 0.0630
H 0.861 4.275 1.962 -0.2 -0.1 -0.3 0.0837
H -1.321 5.206 1.024 0.2 -0.2 -0.1 0.1583
C -3.708 0.950 -2.246 0.0 -0.2 0.0 -0.0606
C -3.315 -0.471 -1.855 0.0 0.2 0.0 -0.1603
C -2.631 -0.559 -0.472 -0.2 -0.4 -0.5 -0.2952
C -2.115 -2.001 -0.225 0.1 0.1 0.2 -0.1445
C -1.489 -2.162 1.156 -0.1 0.0 -0.2 -0.0578
C -3.663 -0.243 0.598 0.3 0.1 -0.1 -0.4244
O -4.714 -0.823 0.690 -0.1 -0.1 0.0 0.1253
N -3.318 0.741 1.491 -0.3 0.2 0.4 0.2251
C -2.156 1.495 1.506 -0.3 0.1 0.2 -0.4962
O -1.994 2.323 2.384 -0.1 0.1 0.3 0.0594
N -1.255 1.276 0.519 1.1 0.2 -0.8 0.1643
C -1.442 0.368 -0.441 0.0 0.1 0.3 -0.4430
O -0.553 0.286 -1.305 0.5 0.4 -0.2 0.0291
H -4.268 0.926 -3.179 0.0 0.1 0.0 0.0813
H -2.837 1.586 -2.394 0.1 0.1 0.0 0.0765
H -4.339 1.410 -1.487 -0.1 0.1 0.1 0.0819
H -2.637 -0.879 -2.605 0.0 -0.1 0.1 0.1250
H -4.208 -1.099 -1.814 0.1 0.0 0.0 0.1240
H -1.380 -2.237 -0.996 -0.1 0.0 -0.1 0.1182
H -2.963 -2.682 -0.325 0.0 0.1 -0.1 0.1298
H -0.682 -1.448 1.309 0.1 0.0 0.1 0.0672
H -1.081 -3.164 1.269 0.1 -0.1 0.1 0.0821
H -2.234 -2.010 1.935 0.0 0.0 0.2 0.0832
H -3.989 0.948 2.226 0.2 0.0 -0.2 0.1766
Cl 5.042 1.422 -0.127 0.3 -0.2 0.2 0.6536
C 4.276 2.956 -0.536 -0.4 -0.2 -1.3 -0.9559
Cl 3.181 3.452 0.744 0.0 0.4 0.4 0.6937
C 3.457 2.689 -1.901 2.4 1.3 1.8 -0.7414
O 4.043 2.966 -2.911 -0.3 -0.2 -0.5 0.0969
O 2.329 2.186 -1.703 -3.3 -1.3 0.3 -0.0884
H 5.038 3.722 -0.686 -0.2 -0.2 0.1 0.0709
O 2.687 0.593 2.427 -0.6 -0.3 -1.0 0.1101
C 2.228 0.113 1.409 1.8 -0.7 2.6 -0.5051
O 1.539 0.851 0.566 0.3 -1.2 0.3 -0.1231
C 2.364 -1.318 1.029 -0.1 0.1 -0.1 -0.1285
C 3.106 -2.145 1.871 -0.1 0.5 -0.1 0.0042
C 3.247 -3.501 1.615 -0.1 -0.3 -0.2 0.0328
C 2.606 -3.996 0.501 -0.4 0.6 -0.3 -0.1889
O 2.560 -5.270 0.033 0.3 0.2 0.5 0.0530
C 1.750 -5.240 -1.124 -0.3 -1.0 -0.8 -0.1440
O 1.317 -3.917 -1.348 -0.1 0.4 -0.1 0.0432
C 1.855 -3.166 -0.344 0.4 -0.2 0.5 -0.1867
C 1.728 -1.821 -0.116 0.0 -0.3 -0.2 0.0713
H 3.576 -1.690 2.728 0.0 0.0 0.1 0.1255
H 3.817 -4.146 2.262 0.1 -0.1 0.1 0.1236
H 0.879 -5.897 -0.975 0.2 0.2 0.0 0.1428
H 2.329 -5.597 -1.989 -0.1 0.2 0.2 0.1441
H 1.164 -1.188 -0.784 -0.1 0.0 -0.1 0.1163
```
Positions in Å, forces in eV/Å.

Computed properties:
Net charge   0
Energy relative to the best compared isomer or geometry (same formula, charge and spin)   299.76 kJ/mol
HOMO-LUMO gap (alpha / beta)   4.0 / 6.8 eV
Total energy   -104875.4821 eV
Multiplicity   4

# 3
Formula: C19H20Co2NO7
Source: OMol25
Level of theory: ωB97M-V with the def2-TZVPD basis set

```
49
Properties=species:S:1:pos:R:3:forces:R:3:lowdin_charge:R:1
C 1.430 3.205 -2.649 0.4 0.0 0.4 -0.2154
C 0.492 2.605 -3.627 -1.6 -1.1 -0.1 -0.2073
C 0.236 1.096 -3.377 1.0 1.2 -0.9 -0.1382
C 0.350 0.592 -1.960 -1.4 -1.3 -1.1 -0.1062
N -0.017 -0.709 -1.863 0.1 1.3 -0.9 0.0152
C -0.500 -1.388 -3.116 0.5 0.3 0.8 -0.1127
C -0.717 -2.875 -2.932 -0.2 -0.9 1.3 -0.1644
O -0.153 -3.408 -1.703 -0.2 0.5 -1.9 -0.1174
C -0.650 -2.717 -0.576 -0.5 -1.1 -0.2 -0.1715
C -0.275 -1.269 -0.554 0.5 -0.4 0.4 -0.1187
C 0.557 1.474 -0.800 -2.4 0.9 -0.7 -0.1963
C 1.041 2.940 -1.195 -0.5 -0.5 0.2 -0.1069
H 2.420 2.811 -2.788 0.7 -0.2 -0.3 0.1100
H 1.453 4.269 -2.849 0.3 0.3 0.2 0.1099
H -0.496 3.028 -3.462 -0.2 0.6 0.0 0.1100
H 0.699 2.772 -4.707 0.2 -0.1 0.8 0.1221
H -0.745 0.916 -3.881 0.8 -0.4 0.7 0.1253
H 1.027 0.574 -3.936 -0.2 -0.2 -0.2 0.1202
H -1.457 -0.947 -3.449 0.5 0.0 0.1 0.1272
H 0.255 -1.259 -3.896 -0.2 0.3 0.2 0.1134
H -1.823 -3.007 -2.936 0.6 -0.5 0.1 0.1245
H -0.245 -3.419 -3.769 -0.4 0.1 0.5 0.1271
H -1.744 -2.806 -0.541 0.0 -0.2 0.0 0.1330
H -0.235 -3.264 0.269 -0.2 0.4 0.1 0.1082
H 0.573 -1.154 0.118 0.0 0.1 -0.7 0.0922
H -1.090 -0.752 -0.049 -0.1 0.6 0.1 0.1467
H -0.504 1.466 -0.403 0.6 0.7 -0.5 0.1864
H 1.867 3.165 -0.534 0.5 -0.1 -0.1 0.1029
H 0.339 3.709 -0.888 -0.7 -0.3 0.0 0.1174
O -0.344 -4.189 2.370 -0.5 -0.3 0.6 0.0579
C -0.621 -3.254 2.992 1.2 0.6 -1.5 -0.2117
Co -0.775 -1.674 3.748 -0.7 -1.8 2.4 -0.0649
C -2.499 -1.344 3.514 -1.2 1.1 -0.7 -0.1760
O -3.590 -1.081 3.218 0.9 -0.6 0.4 0.0545
C -0.311 -2.374 5.351 0.7 0.6 0.0 -0.1874
O 0.106 -2.773 6.352 -0.5 -0.1 -0.5 0.0825
C 0.550 -0.843 2.343 2.8 -0.8 -1.8 -0.2133
C 0.600 0.277 1.595 -0.2 -0.8 -1.2 -0.3520
C 1.241 0.975 0.462 1.2 -0.6 1.5 -0.1905
Co 0.113 0.727 3.263 -2.3 2.5 3.8 -0.0264
C -1.464 1.472 2.840 0.5 -0.5 0.8 -0.1674
O -2.468 1.975 2.617 -0.6 0.5 -0.5 0.0748
C 1.210 2.133 3.566 0.6 -0.7 -0.5 -0.1606
O 1.921 3.039 3.393 -0.5 -0.2 0.2 0.0151
C -0.375 0.039 4.996 0.3 2.6 -0.5 -0.2659
O -0.557 0.444 6.087 0.0 -1.4 -0.6 0.0155
H 1.420 -1.563 2.334 -0.9 0.2 -0.2 0.0812
H 1.629 1.896 0.842 0.2 0.5 0.8 0.0822
H 2.125 0.471 0.169 1.2 -0.9 -0.7 0.1158
```
Positions in Å, forces in eV/Å.

Computed properties:
Net charge   -1
Energy relative to the best compared isomer or geometry (same formula, charge and spin)   87.34 kJ/mol
HOMO-LUMO gap   3.2 eV
Total energy   -111096.7997 eV

# 4
Formula: C19H20CuN4O2SSe4Te
Source: OMol25
Level of theory: ωB97M-V with the def2-TZVPD basis set

```
52
Properties=species:S:1:pos:R:3:forces:R:3:lowdin_charge:R:1
Cu 1.271 -0.145 -3.363 1.1 0.9 -0.4 -0.3336
Se 3.875 -0.874 -2.944 -0.2 0.1 0.2 -0.2009
Se 4.495 1.337 -2.553 0.1 0.1 0.0 -0.2563
Se 2.481 2.371 -1.942 0.1 0.1 0.1 -0.2176
Se 1.155 2.160 -3.854 0.2 0.1 0.0 0.0018
N -1.649 5.482 -0.973 -0.2 0.0 0.0 0.0720
C -1.902 4.128 -1.286 0.0 0.0 0.1 -0.3295
C -2.017 3.180 -0.271 0.0 0.0 0.0 -0.0393
C -2.243 1.848 -0.583 0.0 0.0 0.0 -0.0813
C -2.358 1.461 -1.909 0.0 0.1 0.1 -0.3062
C -2.279 2.404 -2.920 0.0 0.0 0.0 -0.0985
C -2.068 3.734 -2.609 0.0 0.0 -0.1 -0.0635
S -2.547 -0.242 -2.318 0.1 0.0 0.1 0.5550
O -2.875 -0.916 -1.073 0.0 0.0 -0.2 -0.3744
O -3.521 -0.307 -3.389 0.0 -0.1 0.0 -0.3394
N -1.043 -0.535 -2.827 -0.5 -1.1 0.2 -0.1438
C -0.702 -1.804 -3.118 -0.3 -0.3 -0.1 -0.5029
N -1.566 -2.856 -3.071 0.2 0.2 0.0 0.1232
C -1.062 -4.058 -3.283 0.0 0.2 0.0 -0.1674
C 0.277 -4.304 -3.557 0.0 -0.1 0.0 -0.0885
C 1.082 -3.182 -3.657 0.2 0.2 0.0 -0.1487
N 0.621 -1.958 -3.478 -1.1 -0.5 0.3 0.0021
H -1.120 5.588 -0.121 0.1 0.0 0.0 0.0717
H -1.189 5.969 -1.727 0.1 0.0 0.0 0.0735
H -1.894 3.484 0.764 0.0 0.0 0.0 0.1029
H -2.320 1.098 0.194 0.0 0.0 0.0 0.0904
H -2.360 2.085 -3.952 0.0 0.0 0.1 0.1139
H -1.958 4.466 -3.403 0.0 0.0 0.0 0.1059
H -1.773 -4.881 -3.234 0.0 0.0 0.0 0.0946
H 0.664 -5.303 -3.701 0.0 0.1 0.0 0.0784
H 2.142 -3.245 -3.890 0.0 0.0 0.0 0.0893
C 1.413 -0.614 6.442 0.0 0.0 -0.1 -0.0714
C 1.244 -0.691 4.944 0.0 0.0 0.0 -0.2923
C 1.813 0.256 4.103 0.0 0.0 0.0 -0.0359
C 1.648 0.208 2.721 0.1 0.1 -0.1 -0.3203
C 2.309 1.258 1.861 -0.1 -0.1 0.1 -0.1132
C 0.884 -0.828 2.148 0.0 0.0 0.1 -0.5152
Te 0.543 -0.792 0.048 0.0 0.0 -0.1 1.1599
C 0.322 -1.807 2.987 0.0 0.0 -0.1 -0.3193
C -0.488 -2.979 2.472 0.1 0.2 0.0 -0.0886
C 0.510 -1.716 4.366 0.0 0.0 0.0 -0.0467
H 1.976 0.277 6.726 0.0 0.0 0.0 0.0641
H 1.948 -1.487 6.825 0.0 0.0 0.0 0.0706
H 0.445 -0.577 6.946 0.0 0.0 0.0 0.0701
H 2.400 1.064 4.531 0.0 0.0 0.0 0.1036
H 2.787 2.023 2.476 0.0 0.0 0.0 0.0696
H 1.588 1.735 1.194 0.0 0.0 0.0 0.0297
H 3.068 0.817 1.209 0.0 0.0 0.0 0.0788
H -0.650 -2.926 1.399 0.0 0.0 0.0 0.0079
H -1.466 -3.013 2.959 0.0 0.0 0.0 0.0765
H 0.027 -3.918 2.690 0.0 0.0 0.0 0.0767
H 0.062 -2.474 5.006 0.0 0.0 0.0 0.1126
```
Positions in Å, forces in eV/Å.

Computed properties:
Net charge   -2
HOMO-LUMO gap (alpha / beta)   4.9 / 4.4 eV
Total energy   -354239.5424 eV
Multiplicity   2

# 5
Formula: C19H20F2N2O2
Source: OMol25
Level of theory: ωB97M-V with the def2-TZVPD basis set

```
45
Properties=species:S:1:pos:R:3:forces:R:3:lowdin_charge:R:1
C -0.755 -2.804 -0.759 -0.2 -2.8 -6.6 -0.0958
H -0.305 -3.580 -1.536 -1.6 0.5 1.3 0.1428
H -1.653 -2.421 -1.159 -1.7 -0.5 0.0 0.0794
H -0.793 -3.262 0.130 -0.1 -1.1 3.5 0.0614
C 0.164 -1.783 -1.022 0.3 7.1 3.8 -0.3441
C 1.505 -2.125 -0.467 0.4 1.6 -12.1 -0.0419
H 2.168 -1.333 -0.425 1.5 2.0 -0.6 0.0500
H 1.869 -2.795 -1.324 0.3 0.2 1.9 0.1387
H 1.544 -2.413 0.398 -0.4 -4.4 9.2 -0.0001
C -0.314 -0.566 0.104 -3.4 -0.8 -2.4 -0.1533
N -1.763 0.087 -0.174 3.0 0.6 -4.6 0.1392
C -2.813 -0.193 0.588 7.4 -6.1 5.8 -0.3854
O -2.529 -1.047 1.640 -1.8 3.9 -4.3 -0.0982
C -4.043 0.286 0.316 -1.3 2.9 -4.8 -0.1710
C -4.348 1.175 -0.783 -5.3 -2.5 5.8 -0.2785
C -5.701 1.556 -0.823 4.5 3.5 -5.7 -0.0437
C -6.656 0.818 -0.250 -7.3 4.3 -0.7 -0.1716
C -6.489 -0.062 0.718 6.2 0.9 -2.3 -0.0387
C -5.050 -0.278 0.860 -7.7 -6.6 7.9 -0.0122
H -4.974 -1.097 1.781 1.0 2.2 -2.6 0.1898
H -7.322 -0.487 1.058 -2.4 -2.3 2.3 0.0644
H -7.820 1.380 -0.376 3.2 -2.1 0.1 0.1852
H -5.790 2.482 -1.621 -0.6 -2.4 2.3 0.1770
F -3.400 1.874 -1.136 4.0 3.9 -3.4 0.1771
H -1.804 0.632 -1.259 0.3 -2.0 4.7 0.2528
H -0.281 -0.894 1.123 -0.5 -0.7 0.3 0.1291
C 0.561 0.525 -0.009 2.7 10.3 -1.3 -0.2966
O 0.515 1.624 -0.988 0.1 -6.8 4.4 -0.1545
N 1.328 0.848 1.130 0.1 1.2 -4.0 0.1103
H 1.505 0.143 1.809 0.1 -0.5 0.5 0.1155
C 2.433 2.035 0.957 3.2 -10.2 8.2 0.0266
C 3.717 1.342 0.431 -0.6 2.9 9.0 -0.2877
C 3.967 1.099 -0.766 -1.3 -2.3 -8.2 -0.0572
C 5.099 0.368 -1.244 -2.1 2.8 10.3 0.0767
C 6.084 0.180 -0.290 -8.2 5.5 3.3 -0.3776
C 6.000 0.746 1.084 2.0 -3.9 -4.2 -0.0198
C 4.790 1.108 1.294 -3.9 2.8 8.6 -0.0962
H 4.624 1.358 2.777 0.1 -0.5 -4.4 0.2077
H 6.740 0.382 1.757 0.4 0.5 0.7 0.1096
F 7.162 -0.173 -0.615 9.8 -4.2 -3.2 0.2344
H 5.362 0.175 -2.100 1.9 -2.0 -9.2 0.0247
H 3.006 1.339 -1.252 1.0 -0.3 -1.7 0.1345
H 2.401 2.314 2.038 0.9 0.7 -1.3 0.1314
H 2.024 2.544 0.331 -4.6 6.7 -7.0 -0.0134
H 0.033 -1.106 -1.945 0.7 -1.9 0.9 0.1791
```
Positions in Å, forces in eV/Å.

Computed properties:
Net charge   0
Energy relative to the best compared isomer or geometry (same formula, charge and spin)   1575.22 kJ/mol
HOMO-LUMO gap   9.2 eV
Total energy   -32522.6104 eV